(1)
{
  "formula": "C6H10Si",
  "method": "ωB97M-V/def2-TZVPD",
  "symbols": ["C", "C", "Si", "C", "C", "C", "C", "H", "H", "H", "H", "H", "H", "H", "H", "H", "H"],
  "xyz": [[-2.4779, 0.6674, 1.4488], [-1.6079, 0.2934, 0.7014], [-0.0235, -0.2691, 0.0728], [-0.4548, -0.9072, -1.6652], [0.7148, -1.5856, 1.3792], [0.7471, 1.4674, 0.1397], [1.4978, 1.7973, -0.8934], [-3.2956, 1.0877, 1.9306], [0.1640, -1.7450, -2.0078], [-1.4315, -1.3608, -1.9112], [-0.3261, -0.0929, -2.4287], [1.3914, -2.1449, 0.8486], [1.0466, -0.9694, 2.1569], [-0.0187, -2.2917, 1.8696], [0.4299, 2.2399, 0.8764], [1.8897, 2.7624, -0.9073], [1.7547, 1.0513, -1.6103]],
  "lowdin_charge": [0.0564, -0.2232, 0.5485, -0.1955, -0.1437, -0.2243, -0.0756, 0.0013, 0.0170, 0.0360, 0.0396, -0.0284, -0.0080, 0.0532, 0.0777, 0.0322, 0.0369],
  "e_homo_ha": -0.3588,
  "energy_ev": -14259.10374,
  "charge": 0,
  "homo_lumo_gap_ha": 0.3908,
  "relative_energy_kcal_mol": 12.26
}

(2)
{
  "formula": "C13H34O4",
  "method": "ωB97M-V/def2-TZVPD",
  "symbols": ["C", "C", "O", "C", "C", "H", "H", "H", "H", "H", "H", "H", "H", "H", "H", "C", "C", "O", "C", "C", "H", "H", "H", "H", "H", "H", "H", "H", "H", "H", "C", "C", "C", "O", "H", "H", "H", "H", "H", "H", "H", "H", "C", "C", "O", "H", "H", "H", "H", "H", "H"],
  "xyz": [[5.2553, 2.8945, 28.8754], [4.4845, 2.6702, 27.6019], [4.1303, 3.8076, 26.8931], [3.3761, 3.6093, 25.6997], [4.1532, 2.8879, 24.5047], [4.6688, 3.4454, 29.6106], [5.5878, 2.0039, 29.4086], [6.1990, 3.3453, 28.5680], [5.1190, 2.0311, 26.9878], [3.5943, 2.0821, 27.8252], [2.4465, 3.1301, 26.0067], [3.1293, 4.6294, 25.4056], [3.5889, 2.9411, 23.5736], [4.2111, 1.8246, 24.7376], [5.1441, 3.2247, 24.1999], [2.7248, 11.6874, 23.4153], [4.0812, 11.1689, 23.8790], [3.9085, 9.7680, 23.9322], [5.0037, 9.1592, 24.5084], [4.6378, 7.6978, 24.6648], [1.9219, 11.3304, 24.0602], [2.7808, 12.7745, 23.3575], [2.6002, 11.1544, 22.4728], [4.8720, 11.4368, 23.1784], [4.1948, 11.6399, 24.8554], [5.9382, 9.1672, 23.9473], [5.2728, 9.5564, 25.4871], [4.1620, 7.4581, 23.7138], [3.8718, 7.5232, 25.4204], [5.5469, 7.1369, 24.8816], [-4.8434, 3.4350, 26.8483], [-3.5040, 3.9296, 26.2752], [-3.7885, 4.8012, 25.0467], [-3.0072, 4.7746, 27.3940], [-4.7718, 3.1136, 27.8874], [-5.1988, 2.5542, 26.3135], [-5.5744, 4.2398, 26.7708], [-2.7624, 3.1751, 26.0130], [-3.9713, 4.1136, 24.2210], [-2.8577, 5.3141, 24.8043], [-4.5504, 5.5801, 25.0745], [-3.1924, 4.2616, 28.1841], [1.7045, 6.6402, 27.3398], [0.2528, 6.1912, 27.8216], [-0.5890, 6.0644, 26.7098], [2.3143, 6.5371, 28.2374], [1.7740, 7.6943, 27.0715], [2.1438, 6.0239, 26.5553], [-0.0516, 6.9183, 28.5745], [0.1786, 5.1615, 28.1714], [-1.4477, 5.7300, 26.9789]],
  "mulliken_spin": [0.0547, 0.1943, -0.1544, 0.1762, 0.0706, -0.0321, -0.0156, -0.0070, 0.0515, -0.0672, -0.0576, 0.0344, -0.0778, -0.0050, 0.0203, 0.0270, 0.0120, -0.0348, 0.0342, -0.0309, -0.0013, -0.0087, 0.0002, -0.0057, -0.0012, 0.0075, 0.0007, 0.0097, 0.0182, -0.0152, 1.2912, 1.1424, 0.3811, -1.1985, -0.8170, -0.1201, 0.0782, -0.7332, -0.2487, 0.2114, -0.1078, 0.5150, 0.0545, 0.6132, -0.1883, -0.0201, -0.0310, 0.0150, 0.0047, -0.1926, 0.1536],
  "e_homo_ha": [0.0409, -0.2359],
  "energy_ev": -22218.74267,
  "charge": -1,
  "spin_multiplicity": 2,
  "homo_lumo_gap_ha": [0.0564, 0.3317]
}

(3)
{
  "formula": "C4H7N3",
  "method": "ωB97M-V/def2-TZVPD",
  "symbols": ["C", "N", "C", "N", "N", "C", "C", "H", "H", "H", "H", "H", "H", "H"],
  "xyz": [[2.2468, 0.1895, 0.6777], [1.3607, -0.0389, -0.6018], [-0.0525, -0.0692, -0.3224], [-0.8961, 0.4213, -1.2107], [-2.0930, 0.2303, -0.6412], [-2.0141, -0.3653, 0.5728], [-0.6782, -0.5815, 0.8236], [1.6399, -0.9624, -0.9333], [3.1966, 0.5107, 0.2136], [1.8217, 1.1123, 1.1066], [1.4757, 0.5958, -1.4034], [-2.9195, 0.5467, -1.1225], [-2.8981, -0.5795, 1.1567], [-0.1897, -1.0097, 1.6843]],
  "lowdin_charge": [-0.1510, -0.0511, -0.3575, 0.0879, -0.0325, -0.0860, -0.0144, 0.1459, -0.0333, -0.0272, 0.1501, 0.1525, 0.1162, 0.1004],
  "e_homo_ha": -0.2467,
  "energy_ev": -8728.30852,
  "charge": 0,
  "homo_lumo_gap_ha": 0.2760,
  "relative_energy_kcal_mol": 77.73
}

(4)
{
  "formula": "C5H35NO11",
  "method": "ωB97M-V/def2-TZVPD",
  "symbols": ["C", "C", "C", "C", "N", "C", "H", "H", "H", "H", "H", "H", "H", "H", "H", "H", "H", "H", "H", "O", "H", "H", "O", "H", "H", "O", "H", "H", "O", "H", "H", "O", "H", "H", "O", "H", "H", "O", "H", "H", "O", "H", "H", "O", "H", "H", "O", "H", "H", "O", "H", "H"],
  "xyz": [[-0.2373, -1.5764, -0.4275], [-0.5666, -0.1572, -0.0630], [0.1221, 0.1807, 1.2919], [0.1242, -0.9489, 2.3638], [1.4534, -1.5092, 2.2763], [1.3023, -2.8357, 3.0518], [-0.8952, -2.3486, 0.0785], [0.7742, -1.7663, -0.0233], [-0.3401, -1.8324, -1.6344], [-0.1577, 0.6132, -0.7988], [-1.6593, 0.0177, 0.0738], [1.1178, 0.6133, 1.2375], [-0.4643, 0.9836, 1.6985], [-0.2293, -0.7246, 3.3769], [-0.5598, -1.7985, 2.1274], [2.2132, -0.9526, 2.7995], [2.0318, -3.4960, 2.6390], [1.1544, -2.6576, 4.1646], [0.2643, -3.2085, 2.9200], [3.0666, 2.3425, 0.2752], [2.8979, 1.5788, -0.3091], [2.5894, 3.0914, -0.0720], [0.7513, 3.2942, -2.0441], [1.5826, 2.7793, -1.8473], [1.1089, 4.0247, -2.6386], [-2.2640, 1.2734, -3.1879], [-1.4612, 1.7495, -3.0776], [-1.9691, 0.3355, -2.9738], [0.8173, -2.8373, -3.1491], [1.7388, -2.6124, -3.0527], [0.4922, -2.9202, -2.2018], [-3.5318, 1.0067, 2.0403], [-3.2152, 0.9606, 1.2133], [-4.4205, 0.6965, 1.8075], [-1.2785, 4.0794, -0.4527], [-0.5975, 4.1036, -1.0267], [-1.3914, 3.3137, 0.0564], [2.6590, -2.9443, -0.4831], [3.2153, -3.7827, -0.3448], [2.1867, -2.8062, 0.3798], [-2.1445, 0.9000, 4.4144], [-1.3932, 0.6962, 3.7469], [-2.8491, 1.1111, 3.8582], [-3.2300, 1.7203, -0.6019], [-2.7295, 1.8343, -1.4624], [-3.4821, 2.7556, -0.4635], [-0.2487, -0.3672, -3.6145], [-0.6421, -0.2853, -4.4396], [0.1689, -1.2282, -3.4431], [2.5418, 0.1545, -1.3525], [2.2226, -0.5593, -0.8563], [3.3611, -0.0548, -1.8494]],
  "lowdin_charge": [-0.1173, -0.2362, -0.1711, -0.2769, -0.1320, -0.1012, 0.1020, 0.0245, 0.1002, 0.1165, 0.0902, 0.0935, 0.0823, 0.1009, 0.1032, 0.1523, 0.0513, 0.0994, 0.0712, -0.0666, -0.0224, 0.0074, -0.0784, 0.0524, 0.1006, -0.0674, 0.0067, 0.0657, -0.0733, 0.0415, 0.0410, -0.0075, -0.0849, 0.0774, 0.0058, -0.0760, -0.0047, -0.1035, 0.0938, 0.0142, -0.0768, 0.0405, -0.0538, -0.1500, 0.0124, 0.1367, -0.0486, 0.0149, -0.0083, -0.0219, -0.0152, 0.0956],
  "e_homo_ha": -0.3597,
  "energy_ev": -29763.08113,
  "charge": 0,
  "homo_lumo_gap_ha": 0.3585,
  "relative_energy_kcal_mol": 79.96
}

(5)
{
  "formula": "C8H12NP",
  "method": "ωB97M-V/def2-TZVPD",
  "symbols": ["C", "C", "C", "C", "C", "C", "C", "C", "N", "P", "H", "H", "H", "H", "H", "H", "H", "H", "H", "H", "H", "H"],
  "xyz": [[-2.2289, -1.5150, 0.0430], [-3.0190, -0.4351, 0.3078], [-0.8640, -1.2850, -0.2183], [-2.5028, 0.8677, 0.2812], [-0.4266, -0.0037, -0.1485], [-1.1570, 1.1626, 0.0896], [2.6438, -1.0686, -1.0597], [1.9367, 0.1636, -0.6245], [-0.5187, 2.3823, 0.1802], [2.1305, 0.9190, 1.0838], [-2.7606, -2.5451, 0.0143], [-4.0007, -0.6602, 0.4151], [-0.1220, -2.1150, -0.4662], [-3.3086, 1.5524, 0.4918], [2.6144, -1.0092, -2.1151], [3.6621, -1.0864, -0.7843], [2.2843, -2.1277, -0.6837], [1.8257, 1.0788, -1.1557], [-1.1535, 2.9653, 0.7078], [0.4876, 2.3872, 0.3723], [3.2301, 0.2308, 1.4648], [1.2472, 0.1414, 1.8044]],
  "lowdin_charge": [-0.1191, -0.1188, -0.1128, -0.0385, -0.0247, -0.3543, -0.1749, -0.4023, 0.0872, 0.7924, 0.1304, 0.0663, 0.1134, 0.1030, 0.0502, 0.0442, 0.1174, 0.0119, 0.0942, -0.0098, -0.1452, -0.1102],
  "e_homo_ha": -0.2954,
  "energy_ev": -19264.79537,
  "charge": 0,
  "homo_lumo_gap_ha": 0.3079,
  "relative_energy_kcal_mol": 75.76
}